(1)
Computed, not measured: C5H11N3O2 as an isolated structure in a non-equilibrium geometry, with wB97M-V/def2-TZVPD.

Output
electronic energy: -13924.0021 eV

The geometry in XYZ format:
```
21
C5H11N3O2 | the Open Molecules 2025 dataset | wB97M-V/def2-TZVPD
N -2.55431 -1.45628 -0.16440
C -2.29728 -0.03989 -0.02808
C -1.12719 0.47158 -0.91297
O -1.00092 1.86742 -0.91763
C 0.16006 -0.17074 -0.47751
N 1.09088 -0.88300 -0.77318
C -3.55292 0.78035 -0.30675
C -4.55129 0.35693 -1.31276
N -4.84051 0.25296 0.12006
H -2.56620 -1.75579 -1.13516
H -1.86474 -2.01859 0.32011
H -2.02152 0.14689 1.02266
H -1.30937 0.14249 -1.94851
H -1.05215 2.22566 -0.01492
H -3.43898 1.85211 -0.13127
H -5.11758 1.11461 -1.85712
H -4.37912 -0.57209 -1.85994
H -4.70212 -0.71801 0.40378
O 1.45156 0.73886 0.90250
H 1.15815 1.61901 0.63225
H 2.04939 -0.15476 0.21696
```

=====

(2)
Computed, not measured: a 3-piece molecular cluster, C3H11NO3 overall in a non-equilibrium geometry, with wB97M-V/def2-TZVPD.

Output
SMILES string: CNCC=O.O.O
electronic energy: -10919.6113 eV

The geometry in XYZ format:
```
18
C3H11NO3 | the Open Molecules 2025 dataset | wB97M-V/def2-TZVPD
C 0.25976 -1.31982 -1.11726
N 0.13290 0.11181 -1.56161
C 0.70704 1.11694 -0.66153
C -0.52141 1.94180 0.01873
O -1.22121 1.72763 0.97901
H 0.60616 -1.33591 -0.12441
H -0.81532 -1.51812 -0.84640
H 0.66064 -2.03041 -1.82385
H 0.46972 0.11607 -2.53038
H 1.39206 1.81327 -1.09594
H 1.33317 0.71236 0.17433
H -0.51632 2.92610 -0.44165
H -2.41434 -2.17441 1.61328
H -3.03939 -2.19007 0.26450
O -2.52787 -1.68693 0.84420
H 2.43220 0.44330 1.63607
H 1.22371 1.04981 2.36529
O 1.83847 0.29659 2.30760
```